The following is a quantum chemistry calculation of an isolated molecule of C5H6O, from the OMol25 dataset.

Each line ends with the Löwdin charge.
Cartesian coordinates (Å):
C -2.575 0.035 0.235  0.014
C -1.254 -0.161 0.409  -0.235
C -0.117 -0.074 -0.458  0.113
C 1.097 0.496 0.072  -0.332
C 2.184 -0.500 0.337  -0.123
O 2.282 0.377 -0.737  -0.042
H -3.244 -0.297 1.024  0.053
H -1.015 -0.537 1.408  0.111
H -3.034 0.560 -0.597  0.059
H 1.115 1.385 0.710  0.149
H 2.030 -1.552 0.100  0.117
H 2.839 -0.299 1.187  0.117

* orbital gap (alpha / beta): 7.53 / 7.53 eV
* charge: 0
* HOMO level (alpha / beta): -8.3 / -8.4 eV

***

The following is a quantum chemistry calculation of an isolated molecule of C5H6O, from the OMol25 dataset.

Each line ends with the Löwdin charge.
Cartesian coordinates (Å):
C 2.589 -0.269 0.192  -0.107
C 1.164 0.087 0.130  -0.081
C -0.009 0.361 0.068  -0.050
C -1.444 0.677 0.035  -0.165
C -2.359 -0.486 -0.386  -0.248
O -3.384 -0.702 0.214  0.050
H 2.865 -0.609 1.196  0.077
H 3.221 0.589 -0.064  0.076
H 2.811 -1.077 -0.514  0.077
H -1.618 1.539 -0.628  0.124
H -1.806 0.970 1.024  0.118
H -2.029 -1.080 -1.268  0.127

* orbital gap: 10.47 eV
* charge: 0
* HOMO level: -9.6 eV
* SMILES: CC#CCC=O

***

The following is a quantum chemistry calculation of an isolated molecule of C5H6O2 in a non-equilibrium geometry, from the OMol25 dataset.

Each line ends with the Löwdin charge.
Cartesian coordinates (Å):
O 1.138 -1.735 -1.224  0.102
C 0.474 -0.915 -0.641  -0.378
C -0.817 -1.231 0.128  -0.096
O -1.592 -0.040 0.168  -0.099
C -0.825 1.107 0.057  -0.136
C 0.453 1.089 0.814  -0.103
C 0.754 0.523 -0.528  -0.114
H -0.562 -1.606 1.131  0.136
H -1.404 -1.995 -0.381  0.139
H -0.469 1.297 -1.036  0.150
H 0.563 0.384 1.635  0.127
H 0.882 2.060 1.019  0.117
H 1.490 0.996 -1.184  0.155

* orbital gap: 9.72 eV
* charge: 0
* HOMO level: -9.1 eV
* SMILES: O=C1CO[C@H]2C[C@@H]12

***

The following is a quantum chemistry calculation of an isolated molecule of C5H6O2, from the OMol25 dataset.

Each line ends with the Löwdin charge.
Cartesian coordinates (Å):
C -1.758 0.856 -0.187  -0.034
C -0.481 0.202 0.289  -0.392
O -0.784 -1.100 0.757  -0.017
C 0.571 0.083 -0.820  -0.364
O 0.422 0.441 -1.964  0.127
C 1.813 -0.522 -0.323  -0.028
C 2.777 -0.960 0.255  0.159
H -2.397 1.086 0.670  0.086
H -2.295 0.181 -0.858  0.093
H -1.533 1.779 -0.727  0.088
H -0.021 0.802 1.092  0.153
H 0.034 -1.506 1.078  0.086
H 3.651 -1.341 0.738  0.042

* orbital gap: 10.21 eV
* charge: 0
* HOMO level: -10.1 eV
* SMILES: C#CC(=O)[C@@H](C)O

***

The following is a quantum chemistry calculation of an isolated molecule of C5H6O2, from the OMol25 dataset.

Each line ends with the Löwdin charge.
Cartesian coordinates (Å):
O 0.407 1.215 0.112  -0.008
C 2.544 -0.361 0.188  0.039
C 1.312 -0.818 0.253  -0.007
C 0.176 -0.161 0.270  -0.375
C -1.280 -0.522 0.293  -0.102
C -1.905 0.050 -0.968  -0.263
O -2.670 0.981 -0.967  0.060
H 0.291 1.672 0.956  0.115
H 3.008 0.061 1.080  0.078
H 2.887 0.027 -0.767  0.079
H -1.782 -0.090 1.173  0.129
H -1.410 -1.607 0.290  0.122
H -1.579 -0.447 -1.914  0.134

* orbital gap: 9.53 eV
* charge: 0
* HOMO level: -9.3 eV
* SMILES: C=C=C(O)CC=O

***

The following is a quantum chemistry calculation of an isolated molecule of C5H6O2, from the OMol25 dataset.

Each line ends with the Löwdin charge.
Cartesian coordinates (Å):
O -2.123 0.971 -1.248  -0.057
C -2.018 1.031 0.160  -0.273
C -0.719 0.534 0.639  0.019
C 0.344 0.057 0.949  -0.035
C 1.641 -0.619 1.023  -0.154
C 1.855 -1.102 -0.406  -0.270
O 1.772 -2.254 -0.744  0.063
H -1.996 0.051 -1.513  0.092
H -2.822 0.463 0.650  0.120
H -2.146 2.083 0.427  0.121
H 1.629 -1.478 1.700  0.122
H 2.439 0.072 1.322  0.120
H 2.017 -0.284 -1.139  0.131

* orbital gap: 10.59 eV
* charge: 0
* HOMO level: -9.8 eV
* SMILES: O=CCC#CCO

***

The following is a quantum chemistry calculation of an isolated molecule of C5H6O2, from the OMol25 dataset.

Each line ends with the Löwdin charge.
Cartesian coordinates (Å):
O 1.170 -1.279 -1.494  -0.052
C 0.954 -0.050 -0.838  -0.231
C -0.442 0.006 -0.202  -0.293
C -0.555 -1.138 0.762  -0.218
O 0.420 -1.569 1.329  0.073
C -0.735 1.240 0.513  -0.097
C -0.924 2.312 1.023  0.143
H 1.292 -1.962 -0.806  0.092
H 1.747 0.187 -0.111  0.134
H 0.964 0.714 -1.608  0.125
H -1.208 -0.191 -0.957  0.155
H -1.577 -1.533 0.923  0.137
H -1.105 3.262 1.468  0.031

* orbital gap: 10.76 eV
* charge: 0
* HOMO level: -10.0 eV
* SMILES: C#C[C@H](C=O)CO

***

The following is a quantum chemistry calculation of an isolated molecule of C5H6O2 in a non-equilibrium geometry, from the OMol25 dataset.

Each line ends with the Löwdin charge.
Cartesian coordinates (Å):
O 1.019 1.768 0.879  0.099
C 0.575 0.808 0.296  -0.387
C 1.363 -0.369 -0.269  -0.073
O 0.529 -0.898 -1.296  -0.039
C -0.640 -0.278 -1.223  -0.104
C -1.070 -0.240 1.152  0.071
C -0.926 0.564 -0.093  -0.279
H 1.517 -1.124 0.505  0.143
H 2.312 -0.084 -0.727  0.144
H -1.267 -0.440 -2.095  0.131
H -0.640 0.146 2.069  0.069
H -1.233 -1.311 1.076  0.073
H -1.540 1.456 -0.274  0.152

* orbital gap (alpha / beta): 6.45 / 8.84 eV
* charge: 0
* HOMO level (alpha / beta): -7.0 / -8.2 eV

***

Values of energy relative to the best compared isomer or geometry (same formula, charge and spin), in order: 496.3; 161.8; 360.6; 222.6; 356.9; 237.5; 242.3; 429.5, all in kJ/mol.